No. 1
The following is a DFT calculation (ωB97M-V/def2-TZVPD) of a cluster of 2 separate species, C2H2N2P2 in total.

Properties
Maximum force = 2.2 eV/A
Kohn-Sham gap (alpha / beta) = 7.17 / 6.98 eV
Energy above the lowest of the compared OMol25 structures with the same formula, charge and spin = 228.5 kJ/mol
Electronic energy = -869.495874 hartree
Molecular weight = 116.00 g mol⁻¹

Last column: Mulliken charge in e.
CARTESIAN COORDINATES (ANGSTROEM)
C1 -1.516 1.378 1.105  0.3308
C2 1.184 -2.314 -1.646  0.2681
N1 -2.666 1.346 1.095  -0.2944
N2 1.855 -3.155 -2.091  -0.3271
P1 0.634 -0.662 -1.344  -0.0386
P2 0.212 1.376 0.942  -0.1496
H1 -0.777 -1.170 -1.589  0.1057
H2 0.536 0.410 2.001  0.1052



No. 2
The following is a DFT calculation (ωB97M-V/def2-TZVPD) of the ion C5H6NO with charge +1.

Properties
Maximum force = 7.0 eV/A
<S²> = 2.0057
Kohn-Sham gap (alpha / beta) = 8.82 / 7.70 eV
Charge = +1
Energy above the lowest of the compared OMol25 structures with the same formula, charge and spin = 516.4 kJ/mol
Multiplicity = 3
Electronic energy = -323.486429 hartree
Molecular weight = 96.11 g mol⁻¹

Last column: Mulliken charge in e.
CARTESIAN COORDINATES (ANGSTROEM)
C1 -0.191 -1.179 -0.317  0.3343
C2 -1.396 -0.576 -0.244  0.0415
C3 1.066 -1.366 0.322  -0.3082
C4 0.207 1.126 0.288  -0.6181
C5 -1.543 0.849 -0.357  0.1330
N1 0.834 -0.054 -0.359  -0.1144
O1 -2.301 0.095 0.479  -0.3257
H1 1.194 -1.504 1.407  0.2437
H2 1.789 -1.861 -0.176  0.3069
H3 0.592 2.053 -0.003  0.4004
H4 0.375 0.675 1.334  0.2532
H5 -1.957 1.658 -1.099  0.3147
H6 1.331 0.083 -1.276  0.3388



No. 3
The following is a DFT calculation (ωB97M-V/def2-TZVPD) of a cluster of 3 separate species, C27H48N3O7 in total.

Properties
Maximum force = 7.8 eV/A
Kohn-Sham gap = 8.32 eV
Charge = +1
Electronic energy = -1748.128520 hartree
Molecular weight = 526.70 g mol⁻¹

Last column: Mulliken charge in e.
CARTESIAN COORDINATES (ANGSTROEM)
C1 -0.775 -4.217 1.144  -0.4573
O1 -1.279 -3.079 0.410  -0.4291
C2 -2.058 -3.477 -0.749  0.3107
C3 -1.203 -4.074 -1.972  -0.7060
C4 -0.147 -3.022 -2.609  -0.5351
C5 1.248 -3.268 -1.815  0.4077
C6 2.482 -2.419 -2.389  -0.8385
C7 2.291 -0.824 -2.341  -0.3366
N1 2.860 -0.319 -1.058  0.2723
C8 2.694 -0.909 0.224  -0.1572
N2 3.371 -0.165 1.245  0.0335
N3 3.963 0.858 0.570  -0.4228
C9 3.698 0.878 -0.838  0.3755
C10 4.215 1.950 -1.892  -0.6418
C11 3.519 3.391 -1.789  -0.6510
C12 3.551 4.061 -0.330  -0.2934
C13 4.281 5.491 -0.261  -0.6812
C14 4.444 5.836 1.325  -0.7474
C15 3.048 5.815 2.120  0.4431
C16 3.092 6.747 3.436  -0.6975
C17 2.263 8.111 3.258  -0.5118
O2 0.910 7.939 2.767  -0.3211
C18 0.742 8.417 1.443  0.7112
C19 -0.127 7.489 0.446  -0.7293
O3 1.157 9.502 0.984  -0.5491
H1 0.159 -4.675 0.648  0.2104
H2 -0.422 -3.861 2.185  0.2562
H3 -1.556 -5.041 1.247  0.1274
H4 -2.666 -2.557 -1.071  0.3072
H5 -2.777 -4.314 -0.416  -0.3104
H6 -1.932 -4.392 -2.792  0.4392
H7 -0.626 -4.996 -1.610  0.2163
H8 0.051 -3.265 -3.721  0.3309
H9 -0.433 -1.929 -2.435  0.2420
H10 1.015 -3.097 -0.710  -0.6841
H11 1.551 -4.382 -1.903  0.3922
H12 3.440 -2.680 -1.794  0.3474
H13 2.635 -2.738 -3.484  0.3845
H14 1.196 -0.496 -2.495  0.2310
H15 2.860 -0.399 -3.250  0.3043
H16 2.152 -1.841 0.579  0.2997
H17 3.428 -0.322 2.258  0.2493
H18 4.050 1.554 -2.965  0.2704
H19 5.363 2.003 -1.769  0.3807
H20 2.416 3.245 -2.093  0.3251
H21 3.979 4.083 -2.577  0.3762
H22 4.014 3.409 0.488  0.2910
H23 2.446 4.220 -0.023  0.1181
H24 5.366 5.318 -0.626  0.2909
H25 3.759 6.324 -0.837  0.3058
H26 5.140 5.087 1.843  0.2630
H27 4.890 6.884 1.426  0.4133
H28 2.128 6.029 1.459  -0.4945
H29 2.886 4.735 2.506  0.2350
H30 4.182 7.057 3.665  0.3229
H31 2.732 6.185 4.380  0.3519
H32 2.165 8.567 4.317  0.3264
H33 2.911 8.829 2.657  0.3070
H34 -0.314 8.079 -0.528  0.2860
H35 0.340 6.465 0.271  0.1246
H36 -1.170 7.406 0.940  0.2797
O4 -4.961 -3.146 -0.365  -0.5352
C20 -5.185 -2.113 0.215  0.5602
O5 -5.533 -0.954 -0.404  -0.3696
C21 -5.617 0.096 0.567  -0.4563
C22 -5.835 -0.601 1.889  -0.5297
C23 -5.081 -1.900 1.701  -0.3894
H37 -4.683 0.666 0.546  0.2652
H38 -6.443 0.763 0.315  0.3192
H39 -5.495 -0.016 2.745  0.3285
H40 -6.900 -0.811 2.026  0.2661
H41 -4.027 -1.803 1.973  0.1951
H42 -5.547 -2.719 2.249  0.3506
O6 -1.724 -8.352 -1.791  -0.5977
C24 -2.724 -7.968 -1.243  0.4293
O7 -2.825 -6.774 -0.596  -0.2108
C25 -4.111 -6.684 0.033  -0.0033
C26 -4.991 -7.655 -0.719  -0.6503
C27 -4.012 -8.736 -1.126  -0.3952
H43 -4.002 -6.953 1.089  0.2208
H44 -4.483 -5.660 -0.034  0.0354
H45 -5.830 -8.024 -0.126  0.3722
H46 -5.397 -7.172 -1.613  0.2779
H47 -3.903 -9.500 -0.352  0.2533
H48 -4.287 -9.189 -2.079  0.2989



No. 4
The following is a DFT calculation (ωB97M-V/def2-TZVPD) of a structure of composition C19H19CoGeN2O2S.

Properties
Maximum force = 0.1 eV/A
<S²> = 6.0371
Kohn-Sham gap (alpha / beta) = 6.42 / 3.07 eV
Charge = +2
Energy above the lowest of the compared OMol25 structures with the same formula, charge and spin = 1.5 kJ/mol
Multiplicity = 5
Electronic energy = -4852.689399 hartree
Molecular weight = 470.98 g mol⁻¹

Last column: Mulliken charge in e.
CARTESIAN COORDINATES (ANGSTROEM)
Co1 -0.680 -2.726 -2.074  0.4429
N1 0.740 -3.735 -0.785  -0.5382
N2 1.516 -2.740 -0.171  -0.0781
C1 1.258 -1.457 -0.499  1.2032
O1 2.013 -0.570 0.078  -0.6266
O2 0.347 -1.153 -1.293  -0.7347
H1 0.299 -4.320 -0.080  0.2919
H2 1.315 -4.327 -1.380  0.3025
H3 2.282 -2.982 0.439  0.2427
Ge1 1.597 1.215 -0.284  0.7256
C2 -0.083 1.589 0.547  0.2044
C3 -0.422 0.962 1.748  0.0000
C4 -1.626 1.258 2.370  -0.8350
C5 -2.491 2.183 1.798  -0.4536
C6 -2.159 2.808 0.603  -0.7168
C7 -0.958 2.511 -0.025  -0.4660
C8 3.079 2.070 0.706  -0.0056
C9 4.332 2.221 0.178  -0.2589
C10 5.365 2.901 0.911  -0.4560
C11 5.127 3.447 2.188  -0.4631
C12 3.880 3.316 2.725  -0.5964
C13 2.853 2.648 1.981  0.2489
H4 1.798 1.444 -1.773  0.0216
H5 0.243 0.232 2.200  0.4781
H6 -1.889 0.770 3.299  0.4416
H7 -3.427 2.417 2.286  0.4569
H8 -2.837 3.524 0.159  0.4475
H9 -0.715 2.999 -0.962  0.3970
H10 4.585 1.836 -0.803  0.4200
H11 6.350 2.985 0.468  0.4245
H12 5.922 3.954 2.715  0.4563
H13 3.643 3.717 3.701  0.4328
H14 1.857 2.605 2.413  0.4193
S1 -1.374 -3.753 -3.851  -0.2305
C14 -2.709 -3.138 -2.833  0.2475
C15 -2.933 -1.750 -2.750  -0.2843
C16 -3.850 -1.240 -1.833  -0.4427
C17 -4.560 -2.096 -1.010  -0.5271
C18 -4.350 -3.471 -1.088  -0.4727
C19 -3.424 -3.991 -1.974  -0.3979
H15 -2.430 -1.091 -3.448  0.5196
H16 -4.022 -0.172 -1.791  0.4583
H17 -5.288 -1.701 -0.314  0.4193
H18 -4.914 -4.140 -0.451  0.4219
H19 -3.257 -5.059 -2.038  0.4597



No. 5
The following is a DFT calculation (ωB97M-V/def2-TZVPD) of a structure of composition C3H3NO.

Properties
Maximum force = 2.9 eV/A
Kohn-Sham gap = 10.69 eV
Energy above the lowest of the compared OMol25 structures with the same formula, charge and spin = 597.4 kJ/mol
Electronic energy = -245.864004 hartree
Molecular weight = 69.06 g mol⁻¹

Last column: Mulliken charge in e.
CARTESIAN COORDINATES (ANGSTROEM)
C1 0.622 -0.790 -0.204  -0.3351
C2 -0.910 -0.156 -0.281  -0.2138
C3 0.262 0.493 -0.972  0.0348
N1 -0.442 -1.229 -1.186  -0.2493
O1 0.063 -0.235 -2.154  -0.2832
H1 0.622 -1.088 0.835  0.2879
H2 -1.549 -0.196 0.628  0.3270
H3 0.777 1.400 -0.956  0.4317



No. 6
The following is a DFT calculation (ωB97M-V/def2-TZVPD) of a cluster of 6 separate species, C23H34F6N2O14S2 in total.

Properties
Maximum force = 5.1 eV/A
Kohn-Sham gap = 6.76 eV
Electronic energy = -3454.917448 hartree
Molecular weight = 740.65 g mol⁻¹

Last column: Mulliken charge in e.
CARTESIAN COORDINATES (ANGSTROEM)
O1 -17.101 -31.272 24.478  -0.2054
H1 -17.788 -31.203 23.811  0.4070
H2 -16.647 -32.104 24.325  0.4233
H3 -16.432 -30.608 24.295  0.3508
C1 -16.901 -35.995 25.816  0.6414
F1 -16.739 -36.810 26.818  -0.1892
F2 -17.811 -36.386 24.886  -0.2055
F3 -17.134 -34.828 26.326  -0.2275
S1 -15.159 -35.946 24.978  0.8441
O2 -14.194 -35.596 26.015  -0.6165
O3 -15.048 -37.307 24.478  -0.5565
N1 -15.344 -34.636 23.753  -0.2508
S2 -14.599 -35.177 22.535  0.9094
O4 -13.183 -35.302 22.848  -0.6189
O5 -15.308 -36.215 21.818  -0.5913
C2 -14.893 -33.541 21.342  0.5253
F4 -14.681 -34.022 20.051  -0.2022
F5 -16.173 -33.155 21.612  -0.2288
F6 -14.133 -32.443 21.630  -0.2123
C3 -13.704 -30.085 24.797  -0.6663
O6 -14.720 -29.155 24.491  -0.2845
C4 -14.567 -27.825 25.056  -0.7409
C5 -15.904 -27.067 25.295  -0.6614
N2 -16.908 -27.208 24.193  -0.1527
C6 -18.375 -26.939 24.611  -0.6138
C7 -19.227 -27.574 23.584  -0.7166
O7 -18.877 -28.929 23.307  -0.2008
C8 -19.566 -29.369 22.145  -0.8029
H4 -12.691 -29.697 24.690  0.4029
H5 -13.882 -30.894 24.088  0.0625
H6 -13.961 -30.527 25.760  0.3425
H7 -13.850 -27.325 24.405  0.3354
H8 -14.103 -27.941 26.035  0.4442
H9 -15.528 -26.066 25.505  0.2404
H10 -16.232 -27.528 26.227  0.3774
H11 -16.572 -26.755 23.355  0.2079
H12 -18.564 -25.872 24.729  0.3293
H13 -18.487 -27.430 25.577  0.3612
H14 -19.195 -26.917 22.714  0.4224
H15 -20.250 -27.382 23.908  0.4009
H16 -19.075 -28.835 21.331  0.3589
H17 -20.640 -29.287 22.307  0.3155
H18 -19.364 -30.432 22.014  0.2401
C9 -11.036 -41.620 21.762  -0.8114
C10 -12.298 -41.275 21.067  -0.3867
C11 -13.354 -42.111 20.845  0.4502
C12 -13.222 -43.473 21.215  -0.3095
C13 -12.083 -43.906 21.845  -0.5765
C14 -10.975 -43.025 22.105  0.7330
O8 -9.808 -43.509 22.751  -0.5303
O9 -14.531 -41.675 20.294  -0.5139
H19 -10.232 -40.941 22.005  0.3465
H20 -12.459 -40.232 20.838  0.2995
H21 -13.980 -44.212 21.000  0.3914
H22 -12.211 -44.891 22.270  0.3383
H23 -9.240 -42.819 23.102  0.2864
H24 -14.265 -40.889 19.811  0.2875
C15 -8.469 -39.756 28.501  -0.4019
C16 -7.828 -40.212 27.356  -0.5236
C17 -7.589 -39.357 26.362  0.7746
C18 -7.973 -37.976 26.442  -0.6458
C19 -8.699 -37.557 27.565  -0.3869
C20 -8.944 -38.405 28.572  0.4104
O10 -9.632 -37.863 29.608  -0.5746
O11 -6.749 -39.823 25.363  -0.5105
H25 -8.685 -40.281 29.420  0.3500
H26 -7.767 -41.290 27.321  0.3532
H27 -7.848 -37.257 25.646  0.2708
H28 -9.089 -36.552 27.633  0.2887
H29 -10.364 -37.322 29.304  0.3237
H30 -6.743 -39.090 24.743  0.2740
C21 -18.509 -42.097 23.194  -0.2820
C22 -17.474 -42.230 24.291  -0.2806
O12 -18.118 -41.509 25.306  -0.3202
C23 -19.359 -41.422 25.083  0.6837
O13 -20.140 -41.028 25.848  -0.5413
O14 -19.693 -42.021 23.984  -0.3330
H31 -18.377 -42.982 22.572  0.3126
H32 -18.206 -41.214 22.631  0.2632
H33 -16.554 -41.731 23.987  0.2587
H34 -17.135 -43.240 24.517  0.2344